No. 1
Computed, not measured: C20H23N2O2PtSSe2 as an isolated structure, with ωB97M-V with the def2-TZVPD basis set.

CARTESIAN COORDINATES (ANGSTROEM)
Pt (-1.47383, 0.87604, -0.06615)
C (3.23860, -4.80953, -2.82639)
C (2.82291, -3.40941, -2.47554)
C (1.65171, -2.85721, -2.98854)
C (1.26429, -1.56959, -2.65984)
C (2.05929, -0.81884, -1.80463)
C (3.24212, -1.33986, -1.29535)
C (3.61140, -2.63079, -1.63031)
S (1.53845, 0.80452, -1.37729)
O (0.69648, 1.29520, -2.43728)
O (2.68947, 1.57335, -0.99642)
N (0.53801, 0.61300, -0.09257)
C (1.05044, 0.20893, 1.15161)
C (2.35191, 0.23727, 1.59488)
C (2.69462, -0.29821, 2.85601)
C (1.76666, -0.85596, 3.68367)
C (0.41305, -0.88204, 3.27757)
C (-0.62563, -1.40575, 4.07249)
C (-1.91486, -1.38225, 3.61661)
C (-2.17836, -0.81895, 2.36417)
N (-1.23215, -0.30857, 1.59836)
C (0.07010, -0.34253, 2.02351)
H (2.62121, -5.21979, -3.62343)
H (3.14938, -5.46572, -1.95878)
H (4.27905, -4.83782, -3.15049)
H (1.04063, -3.44069, -3.66585)
H (0.36195, -1.13918, -3.07262)
H (3.88613, -0.73114, -0.67775)
H (4.53879, -3.03523, -1.24350)
H (3.11884, 0.69265, 0.99036)
H (3.73101, -0.25375, 3.16330)
H (2.04005, -1.26071, 4.64867)
H (-0.38742, -1.82845, 5.04054)
H (-2.73117, -1.78803, 4.19591)
H (-3.18505, -0.81786, 1.96851)
C (-4.18567, 2.35149, 1.58930)
Se (-3.86552, 1.08952, 0.14522)
C (-4.28616, 2.28366, -1.33906)
C (-3.22268, 3.33400, -1.54720)
Se (-1.51613, 2.44050, -1.92599)
C (-0.33830, 3.77706, -1.15459)
H (-5.22619, 2.66071, 1.52599)
H (-3.51662, 3.20316, 1.51633)
H (-4.01913, 1.83256, 2.52950)
H (-5.26927, 2.71188, -1.14723)
H (-4.36781, 1.62395, -2.20386)
H (-3.09226, 3.98388, -0.68319)
H (-3.46945, 3.94701, -2.41390)
H (-0.59503, 3.93491, -0.11183)
H (-0.43910, 4.68967, -1.73691)
H (0.67125, 3.38296, -1.24603)

energy above the lowest of the compared OMol25 structures with the same formula, charge and spin = 0.0 kcal/mol
HOMO-LUMO gap = 7.526 eV
net charge = +1
E_HOMO = -0.3949 hartree
maximum force = 0.5 eV/A
lowest unoccupied orbital energy = -3.22 eV

No. 2
Computed, not measured: C20H23N3O3 in the gas phase, with ωB97M-V with the def2-TZVPD basis set.

CARTESIAN COORDINATES (ANGSTROEM)
C (-3.89095, -2.97054, -0.61927)
H (-4.41386, -3.39632, 0.24153)
O (-3.59548, -1.60672, -0.42226)
C (-4.61440, -0.72371, -0.17661)
C (-5.95159, -1.10615, -0.19914)
C (-6.95941, -0.19401, 0.05929)
C (-6.64912, 1.12012, 0.35541)
C (-5.32405, 1.50453, 0.38531)
C (-4.28751, 0.61329, 0.11764)
C (-2.91309, 1.20660, 0.20596)
O (-2.73978, 2.27934, 0.75667)
N (-1.92503, 0.48895, -0.38862)
C (-0.56302, 0.78201, -0.47551)
C (0.00399, 1.97162, -0.02561)
C (1.36110, 2.18155, -0.14816)
C (2.20761, 1.22239, -0.70986)
C (1.62891, 0.03857, -1.16835)
C (0.26995, -0.17208, -1.05439)
H (-0.15046, -1.10351, -1.40780)
H (2.22924, -0.74968, -1.59338)
N (3.57778, 1.51771, -0.81776)
C (4.24575, 1.85280, 0.42235)
H (5.25401, 2.19347, 0.17349)
C (4.29514, 0.60836, 1.34208)
N (4.30221, -0.58451, 0.52421)
C (3.58963, -1.71468, 0.75445)
O (3.61629, -2.65082, -0.02273)
C (2.77275, -1.75801, 2.02689)
H (2.36433, -2.75991, 2.12723)
H (3.38299, -1.53002, 2.89720)
H (1.94713, -1.05050, 1.96599)
C (5.05988, -0.46029, -0.70434)
C (4.43389, 0.64295, -1.59302)
H (5.23091, 1.26242, -2.02078)
H (3.86530, 0.22082, -2.41914)
H (5.04137, -1.43149, -1.19945)
H (6.09565, -0.20954, -0.45126)
H (3.41403, 0.60650, 1.98184)
H (5.19106, 0.63792, 1.97740)
H (3.72970, 2.66501, 0.93180)
H (1.77123, 3.12123, 0.18894)
H (-0.62440, 2.72602, 0.41632)
H (-2.18563, -0.40961, -0.77140)
H (-5.04658, 2.52036, 0.62384)
H (-7.42972, 1.83522, 0.56283)
H (-7.98788, -0.52177, 0.03012)
H (-6.22105, -2.12615, -0.42230)
H (-2.92568, -3.46261, -0.73160)
H (-4.48315, -3.12716, -1.52600)

energy above the lowest of the compared OMol25 structures with the same formula, charge and spin = 33.5 kcal/mol
SMILES string = COc1ccccc1C(=O)Nc1ccc(N2CCN(C(C)=O)CC2)cc1
HOMO-LUMO gap = 8.035 eV
E_HOMO = -0.2723 hartree
maximum force = 0.4 eV/A
lowest unoccupied orbital energy = 0.63 eV